A structure of composition C49H36N5O5Pd, computed with ωB97M-V/def2-TZVPD.

Atoms and positions in Å:
Pd1 0.04 0.18 -0.92
C1 8.24 0.19 3.83
O1 6.97 0.30 4.46
C2 5.87 0.25 3.68
C3 4.65 0.35 4.35
C4 3.47 0.33 3.64
C5 3.48 0.19 2.25
C6 4.70 0.07 1.59
C7 5.89 0.11 2.29
C8 2.22 0.10 1.47
C9 1.94 -1.13 0.87
C10 2.56 -2.38 1.17
C11 1.79 -3.34 0.58
C12 0.71 -2.66 -0.09
N1 0.83 -1.35 0.09
C13 -0.40 -3.36 -0.71
C14 -1.66 -2.81 -0.83
C15 -2.78 -3.32 -1.60
C16 -3.73 -2.36 -1.60
C17 -3.14 -1.27 -0.84
C18 -3.60 0.07 -0.79
C19 -1.89 1.45 -2.06
C20 -2.27 0.88 -3.26
C21 -1.47 1.01 -4.38
C22 -0.26 1.70 -4.32
O2 0.59 1.82 -5.34
C23 0.31 1.10 -6.54
C24 0.10 2.31 -3.13
C25 -0.69 2.19 -1.99
C26 -4.26 1.12 -1.18
N2 -2.76 1.33 -0.89
C27 -2.80 2.44 0.07
C28 -1.83 2.87 0.92
C29 -2.21 4.11 1.67
C30 -2.71 4.01 2.96
C31 -3.06 5.14 3.68
C32 -2.91 6.40 3.10
O3 -3.22 7.57 3.70
C33 -3.73 7.52 5.03
C34 -2.40 6.51 1.80
C35 -2.06 5.37 1.10
C36 -0.53 2.35 1.27
C37 0.29 3.02 2.22
C38 1.45 2.32 2.33
C39 1.32 1.19 1.48
N3 0.12 1.25 0.81
C40 -4.10 3.06 -0.11
C41 -4.95 2.33 -0.87
N4 -1.95 -1.55 -0.36
C42 -0.12 -4.72 -1.19
C43 -0.95 -5.79 -0.89
C44 -0.68 -7.07 -1.35
C45 0.43 -7.28 -2.16
O4 0.78 -8.47 -2.68
C46 -0.05 -9.59 -2.40
C47 1.27 -6.21 -2.48
C48 1.01 -4.95 -1.99
H1 8.98 0.25 4.63
H2 8.40 1.01 3.13
H3 8.35 -0.76 3.31
H4 4.66 0.44 5.42
H5 2.53 0.39 4.17
H6 4.71 -0.06 0.52
H7 6.83 0.03 1.75
H8 3.42 -2.52 1.80
H9 1.90 -4.41 0.64
H10 -2.81 -4.26 -2.13
H11 -4.68 -2.36 -2.09
H12 -3.18 0.30 -3.34
H13 -1.79 0.52 -5.30
H14 1.16 1.27 -7.20
H15 -0.60 1.47 -7.02
H16 0.21 0.03 -6.33
H17 1.03 2.87 -3.09
H18 -0.45 2.79 -1.13
H19 -2.81 3.03 3.41
H20 -3.45 5.04 4.69
H21 -3.90 8.55 5.32
H22 -3.00 7.06 5.71
H23 -4.67 6.96 5.07
H24 -2.29 7.49 1.37
H25 -1.67 5.46 0.09
H26 0.03 3.93 2.73
H27 2.30 2.54 2.95
H28 -4.38 3.97 0.39
H29 -5.98 2.54 -1.10
H30 -1.80 -5.63 -0.23
H31 -1.33 -7.88 -1.07
H32 0.40 -10.43 -2.91
H33 -1.06 -9.44 -2.78
H34 -0.08 -9.80 -1.33
H35 2.12 -6.40 -3.12
H36 1.66 -4.13 -2.26
O5 -0.72 -2.30 -4.17
C49 -0.23 -1.58 -3.37
N5 0.31 -0.85 -2.60

net charge = +1
E_tot = -72553.97625 eV
HOMO-LUMO gap (alpha / beta) = 5.952 / 5.952 eV
spin multiplicity = 1
energy above the lowest of the compared OMol25 structures with the same formula, charge and spin = 0.0 kcal/mol
HOMO energy (alpha / beta) = -10.14 / -10.14 eV


A cluster of 2 separate species, C26H28N in total in a non-equilibrium geometry, computed with ωB97M-V/def2-TZVPD.

Atoms and positions in Å:
C1 -0.57 -0.22 1.35
C2 -2.00 -0.31 1.57
C3 -2.87 0.69 1.08
C4 -4.20 0.72 1.49
C5 -4.72 -0.26 2.34
C6 -3.88 -1.30 2.77
C7 -2.54 -1.33 2.40
C8 0.34 -1.35 1.45
C9 1.65 -0.85 1.74
C10 2.68 -1.73 2.06
C11 2.40 -3.10 2.12
C12 1.12 -3.59 1.80
C13 0.09 -2.72 1.42
C14 1.58 0.60 1.82
C15 0.21 0.99 1.60
C16 -0.18 2.32 1.81
C17 0.78 3.24 2.23
C18 2.12 2.86 2.43
C19 2.53 1.54 2.21
H1 -2.48 1.44 0.39
H2 -4.84 1.54 1.15
H3 -5.76 -0.21 2.68
H4 -4.28 -2.07 3.44
H5 -1.88 -2.10 2.80
H6 3.67 -1.33 2.28
H7 3.17 -3.80 2.45
H8 0.92 -4.66 1.84
H9 -0.89 -3.09 1.12
H10 -1.22 2.61 1.66
H11 0.49 4.27 2.42
H12 2.84 3.59 2.80
H13 3.55 1.21 2.36
C20 1.87 1.47 -4.27
C21 1.02 1.47 -3.00
C22 1.67 2.31 -1.91
C23 0.75 0.02 -2.55
C24 0.14 -0.89 -3.65
C25 -0.87 -1.78 -2.91
C26 -1.07 -1.14 -1.53
N1 -0.13 -0.09 -1.45
H14 2.83 0.99 -4.09
H15 1.37 0.94 -5.09
H16 2.06 2.50 -4.60
H17 0.04 1.91 -3.24
H18 2.63 1.88 -1.59
H19 1.87 3.32 -2.29
H20 1.03 2.42 -1.03
H21 1.76 -0.40 -2.32
H22 -0.40 -0.27 -4.38
H23 0.91 -1.45 -4.18
H24 -1.82 -1.85 -3.45
H25 -0.46 -2.79 -2.79
H26 -2.11 -0.77 -1.40
H27 -0.91 -1.88 -0.72
H28 -0.02 0.49 -0.64

net charge = +1
E_tot = -28899.43683 eV
HOMO-LUMO gap = 4.642 eV
spin multiplicity = 1
energy above the lowest of the compared OMol25 structures with the same formula, charge and spin = 0.0 kcal/mol
HOMO energy = -10.64 eV